Molecular formula: C28H27CdF6N8O7PS2
Method: DFT, the ωB97M-V functional and the def2-TZVPD basis

Geometry as ORCA input:
```
! RIJCOSX wB97M-V def2-TZVPD def2/J DEFGRID3
* xyz 0 1
Cd 1.8833 -16.4219 -11.0014
C 2.3033 -20.4831 -6.7308
N 2.2157 -19.0900 -7.1261
C 1.6305 -18.1193 -6.3212
C 1.7913 -16.9068 -6.9489
N 2.4715 -17.1198 -8.1703
C 2.7104 -18.4396 -8.2406
P 3.7002 -19.1882 -9.5599
C 4.7749 -17.8741 -10.2513
N 4.2571 -16.7481 -10.7650
C 5.3669 -15.9316 -11.1672
C 6.5080 -16.6170 -10.8713
N 6.1729 -17.8164 -10.2631
C 7.1741 -18.8107 -9.8760
C 2.5929 -19.6107 -10.9510
N 2.3326 -18.7388 -11.9308
C 1.6309 -19.4542 -12.9464
C 1.5386 -20.7683 -12.5504
N 2.0803 -20.8651 -11.2748
C 2.1959 -22.0697 -10.4634
H 2.1197 -20.5185 -5.6327
H 1.5558 -21.0809 -7.2777
H 3.2939 -20.9129 -6.9572
H 1.1380 -18.3186 -5.3777
H 1.5230 -15.9011 -6.6097
H 5.2445 -14.9186 -11.5611
H 7.5374 -16.3151 -11.0442
H 8.1810 -18.3597 -9.7856
H 6.8521 -19.2104 -8.9111
H 7.1750 -19.6104 -10.6187
H 1.3356 -18.9378 -13.8763
H 1.0527 -21.6050 -13.0658
H 1.9046 -22.9805 -11.0285
H 3.2654 -22.1842 -10.1633
H 1.6101 -21.9526 -9.5341
F -1.8272 -13.9935 -13.9336
C -0.5166 -14.1576 -14.2417
F 0.1843 -13.3388 -13.3942
F -0.3209 -13.7316 -15.4907
S 0.1037 -15.9136 -14.1118
O -0.1448 -16.2781 -12.6919
O -0.7140 -16.6032 -15.0827
N 1.6155 -16.0105 -14.4914
S 2.8674 -15.1876 -14.1571
O 3.0343 -14.0043 -14.9594
O 2.9964 -14.9091 -12.7081
C 4.3179 -16.2902 -14.6493
F 4.2748 -16.6445 -15.9671
F 5.5363 -15.6862 -14.4188
F 4.2633 -17.4229 -13.9230
O -1.6422 -17.9269 -8.5271
C -0.8085 -17.4011 -9.2751
O 0.1705 -17.8545 -9.9380
C -1.0052 -15.8922 -9.3952
C -2.2119 -15.2863 -8.9547
C -2.3186 -13.8919 -9.0155
C -1.2017 -13.1828 -9.4341
C -0.0669 -13.8577 -9.8413
N 0.0530 -15.1750 -9.8769
H -3.0091 -15.9308 -8.6085
H -3.2500 -13.4324 -8.7325
H -1.1934 -12.0982 -9.4397
H 0.8047 -13.2829 -10.1756
C 4.4809 -11.5510 -9.1183
C 4.2567 -13.0360 -8.8779
O 3.3259 -13.6814 -9.3403
C 5.2991 -13.6770 -8.0094
C 5.1584 -15.0211 -7.5867
C 6.1982 -15.6600 -6.9494
C 7.3690 -14.9989 -6.6508
C 7.5140 -13.6562 -7.0276
C 6.4690 -12.9974 -7.6563
H 3.6166 -11.1539 -9.6664
H 5.4402 -11.3621 -9.6571
H 4.6675 -11.0183 -8.1684
H 4.2259 -15.5175 -7.8083
H 6.0650 -16.7038 -6.6725
H 8.1875 -15.5552 -6.1690
H 8.4377 -13.1325 -6.7950
H 6.5861 -11.9614 -7.9066
*
```

highest occupied orbital energy: -8.39 eV
orbital gap: 8.3 eV